(1)
12
Properties=species:S:1:pos:R:3:forces:R:3 method="wB97M-V/def2-TZVPD" e_above_lowest_kj_mol=294.90 gap_ev="8.6162 / 7.7462" homo_energy_ev="-20.4 / -21.2" s2=6.0106 charge=+2 spin_multiplicity=5
H -0.7772 2.0643 0.5280 0.359 -4.442 1.029
O -0.3124 1.0395 0.6146 -1.537 6.103 -0.388
C 1.7298 -0.2840 0.5138 1.781 2.669 -4.075
C -1.0356 -0.1873 0.4200 -0.778 -0.885 0.518
O 2.4396 0.7278 0.3558 0.973 -3.310 3.551
O 1.0247 -0.4284 -0.7252 0.718 -1.237 1.471
C -0.2832 -0.9967 -0.6330 -1.335 -1.172 0.192
Ir 1.1782 1.8164 -0.7198 -0.490 1.625 -2.034
H -2.0912 -0.0348 0.1773 0.246 0.071 0.090
H -0.9205 -0.6756 1.3972 -0.400 0.073 -0.193
H -0.7702 -0.9989 -1.6131 0.541 0.297 -0.036
H -0.1820 -2.0423 -0.3157 -0.077 0.208 -0.125

***

(2)
13
Properties=species:S:1:pos:R:3:forces:R:3 method="wB97M-V/def2-TZVPD" e_above_lowest_kj_mol=0.00 gap_ev="3.3972 / 9.8393" homo_energy_ev="-3.5 / -9.7" s2=0.7502 charge=0 spin_multiplicity=2
O 0.1213 -1.1331 -0.4504 0.382 -0.348 -0.494
C -0.9805 -0.6281 0.3000 -0.619 1.292 -0.288
C 1.3039 -0.5491 0.0687 0.259 -0.010 0.084
O -2.0720 -0.5931 -0.4166 0.374 -0.525 -0.123
O -0.5296 0.7906 0.5231 -0.125 -0.201 0.393
C 0.8800 0.8844 0.4144 -0.228 0.069 0.188
H 2.0915 -0.5943 -0.6906 -0.182 -0.076 0.186
H 1.6191 -1.0973 0.9698 0.001 0.114 -0.222
H 1.1233 1.6083 -0.3762 0.072 -0.209 0.133
H 1.3007 1.2306 1.3678 0.088 -0.080 -0.228
H -1.0365 -1.1346 1.2822 0.065 0.148 -0.172
Li -1.1333 -0.6385 -2.1140 -0.095 -0.196 0.446
K -2.6879 1.8542 -0.8782 0.009 0.022 0.096

***

(3)
12
Properties=species:S:1:pos:R:3:forces:R:3 method="wB97M-V/def2-TZVPD" e_above_lowest_kj_mol=274.38 gap_ev="5.2369 / 5.2372" homo_energy_ev="-5.6 / -5.6" charge=0
O -0.2893 -0.7269 0.2410 0.202 -0.956 -0.829
C -0.7864 0.5040 -0.0008 -0.552 0.395 5.610
C 1.1428 -0.7093 0.1962 -0.467 0.082 -0.393
O -1.6841 0.9206 0.7350 0.274 0.116 -1.974
O 0.1793 1.3202 -0.4149 0.379 0.543 -1.320
C 1.4246 0.6187 -0.5189 0.059 -0.159 -0.308
H 1.4807 -1.5841 -0.3688 0.030 0.200 0.199
H 1.5034 -0.7455 1.2308 0.076 0.052 -0.235
H 1.6601 0.4880 -1.5821 0.040 -0.011 0.265
H 2.2007 1.2141 -0.0285 -0.224 -0.046 -0.151
H -2.7326 -0.7151 -0.7434 -0.407 -0.428 -0.424
K -4.0993 -0.5846 1.2544 0.590 0.213 -0.440

***

(4)
13
Properties=species:S:1:pos:R:3:forces:R:3 method="wB97M-V/def2-TZVPD" e_above_lowest_kj_mol=822.65 gap_ev="3.4480 / 4.1209" homo_energy_ev="-10.9 / -11.5" s2=0.8014 charge=+1 spin_multiplicity=2
O 1.6537 0.2719 -0.0024 5.536 1.564 -0.098
C 1.7114 -1.0449 0.3454 -1.836 4.119 4.710
C 0.5283 1.1454 0.0564 -0.948 -3.441 -0.083
O 2.3755 -1.4423 1.2618 1.639 -1.200 -1.906
O 0.4625 -1.2978 0.2094 -6.738 -7.488 -2.243
C 0.0836 0.8652 -1.2740 -2.848 3.539 -0.912
H 0.7202 1.5792 1.0436 -0.720 1.617 -0.981
H -1.0415 0.8629 0.6679 2.116 -0.692 -0.456
H 0.6265 1.1948 -2.1615 1.091 -1.033 0.352
H -0.9590 1.0521 -1.5292 -0.231 0.100 0.333
O -2.0510 -0.4101 0.5391 0.273 -3.365 -1.522
H -2.7292 -0.4131 1.2181 -0.389 0.252 0.268
Lu -1.3810 -2.3632 -0.3746 3.057 6.029 2.538

***

(5)
14
Properties=species:S:1:pos:R:3:forces:R:3 method="wB97M-V/def2-TZVPD" e_above_lowest_kj_mol=0.00 gap_ev="4.5683 / 7.4063" homo_energy_ev="-9.2 / -12.0" s2=0.7504 charge=+1 spin_multiplicity=2
Mg 0.0410 -3.7230 2.2714 0.120 0.400 0.351
O 0.1741 -2.1875 3.3352 0.240 -0.643 -0.289
C -0.0482 -0.8568 3.5009 -1.170 0.463 -0.589
H -0.8178 -0.6496 4.2729 0.279 -0.105 -0.091
H 0.8714 -0.3049 3.7863 -0.267 -0.060 -0.041
C -0.5851 -0.2171 2.1608 0.101 -1.339 1.360
O 0.5831 0.2561 1.4623 -0.286 1.431 -0.409
C 1.1049 -0.4323 0.4547 -0.817 -0.809 0.812
O 0.8679 -1.5648 0.1585 0.365 0.421 -0.339
O 1.9551 0.4320 -0.1139 0.949 0.587 -0.552
Na 1.7515 2.5425 1.1728 -0.134 -0.485 -0.031
H -1.3207 0.5836 2.3087 0.633 0.224 -0.179
H -1.0624 -1.0069 1.5669 0.164 0.249 0.127
H 2.5557 0.0182 -0.7468 -0.177 -0.334 -0.132

***

(6)
13
Properties=species:S:1:pos:R:3:forces:R:3 method="wB97M-V/def2-TZVPD" e_above_lowest_kj_mol=0.00 gap_ev="7.6176 / 10.4634" homo_energy_ev="-7.3 / -10.7" s2=12.0015 charge=0 spin_multiplicity=7
C 1.7971 -0.6576 2.9354 0.246 -0.088 0.100
O 0.7519 -0.1765 2.1204 -0.346 0.032 -0.046
C 1.0935 -0.0808 0.7675 0.580 0.083 0.151
O 0.0173 0.5166 0.1138 0.303 0.168 -0.478
Mn -2.0437 0.2424 0.1540 -0.604 -0.050 0.026
H 1.4221 -0.6725 3.9642 0.114 0.020 -0.283
H 2.0881 -1.6805 2.6448 -0.016 0.216 0.078
H 2.6772 0.0035 2.8740 -0.182 -0.179 0.046
H 1.2298 -1.0805 0.3222 0.029 0.239 0.080
H 1.9946 0.5426 0.6433 -0.218 -0.150 -0.060
O -1.3868 2.2115 0.0572 -0.448 -0.110 -0.631
C -0.1532 2.0171 0.1590 1.059 0.694 1.845
O 0.7928 2.7053 0.4415 -0.517 -0.873 -0.827

***

(7)
9
Properties=species:S:1:pos:R:3:forces:R:3 method="wB97M-V/def2-TZVPD" smiles="N=C1CC1" e_above_lowest_kj_mol=236.31 gap_ev=10.6439 homo_energy_ev=-9.6 charge=0
C 0.5891 -0.0104 -0.1087 5.429 -0.032 0.096
C -0.5172 -0.9023 -0.0433 -3.162 -1.789 0.788
C -0.6915 0.6848 -0.0123 1.647 -2.065 0.169
N 1.9086 0.0054 0.0456 -3.508 0.340 -0.755
H -1.0550 -1.5282 -0.8418 1.393 1.603 0.432
H -0.8473 -1.4662 0.8759 1.077 0.899 -0.521
H -0.6434 1.1508 0.9326 -1.073 0.760 0.889
H -1.0734 1.1017 -0.8817 -0.852 1.057 -1.148
H 2.3302 0.9644 0.0335 -0.950 -0.772 0.051

***

(8)
9
Properties=species:S:1:pos:R:3:forces:R:3 method="wB97M-V/def2-TZVPD" e_above_lowest_kj_mol=534.80 gap_ev="7.6209 / 9.5935" homo_energy_ev="-9.1 / -9.6" charge=0
C 0.0286 -1.5264 -0.0459 1.952 1.226 -1.305
C -0.8901 1.7253 -0.5396 0.255 0.448 0.360
C 0.2017 2.0826 -0.0305 -1.443 -0.866 -0.480
N 1.3543 2.3846 0.2462 2.147 0.442 0.850
H -0.2477 -2.3043 -0.6633 -0.335 -1.795 -1.136
H 0.7372 -0.8169 -0.4900 -0.240 -0.294 0.589
H -1.9421 1.7477 -0.6212 -0.393 -0.207 -0.148
H -0.6933 -1.2225 0.6116 -1.371 0.912 1.846
H 1.7391 2.1677 1.1794 -0.573 0.134 -0.577

***

(9)
9
Properties=species:S:1:pos:R:3:forces:R:3 method="wB97M-V/def2-TZVPD" e_above_lowest_kj_mol=443.12 gap_ev="8.9511 / 7.9089" homo_energy_ev="-9.5 / -9.3" charge=0
C -2.2425 -0.2307 0.0316 0.218 1.404 -0.738
C -0.9399 -0.6522 -0.0871 2.009 0.566 -0.885
C 1.7160 0.4877 0.0050 -1.389 0.555 2.762
N -3.2047 0.4223 -0.0432 -0.229 -0.614 0.307
H -0.0579 -0.1194 -0.6251 -2.415 -0.547 0.351
H -0.5056 -1.3923 0.5240 -0.157 -1.042 0.744
H 1.4399 1.4889 0.1719 -0.179 1.022 -0.012
H 2.2750 0.1973 -0.7662 2.073 -0.961 -3.024
H 1.5196 -0.2014 0.7892 0.070 -0.382 0.494

***

(10)
9
Properties=species:S:1:pos:R:3:forces:R:3 method="wB97M-V/def2-TZVPD" e_above_lowest_kj_mol=92.65 gap_ev="10.3819 / 7.4920" homo_energy_ev="-16.6 / -16.6" s2=0.7647 charge=+1 spin_multiplicity=2
C 0.6542 -0.0067 0.5974 -1.427 2.746 0.798
C 0.5101 -1.3927 0.5060 -1.142 1.943 -2.181
C -0.9023 0.6535 -0.9778 0.132 -0.793 -3.524
N -0.2436 0.9789 0.0315 2.870 -2.780 2.638
H 1.3699 0.4553 1.3099 -0.336 -0.461 -0.654
H 0.0569 -1.8065 -0.3849 -0.427 -0.008 -0.068
H 0.8715 -2.1027 1.1449 1.322 -1.359 1.890
H -1.6638 1.2925 -1.4461 -0.093 -0.344 0.690
H -0.5011 -0.2157 -1.5974 -0.899 1.056 0.412

***

(11)
9
Properties=species:S:1:pos:R:3:forces:R:3 method="wB97M-V/def2-TZVPD" e_above_lowest_kj_mol=13.67 gap_ev="10.1707 / 8.6530" homo_energy_ev="-16.2 / -17.2" s2=0.7693 charge=+1 spin_multiplicity=2
C 0.4540 -0.5286 -0.6624 0.311 -0.728 0.119
C 1.3223 0.3424 -0.0156 0.610 1.214 -0.637
C -1.5268 0.0181 0.3872 -0.970 0.096 -0.058
N -0.8621 -0.4218 -0.6031 0.586 0.598 1.357
H 0.8987 -1.3828 -1.1627 -0.283 0.061 -0.368
H 1.0523 1.1273 0.6850 -0.520 -0.207 -0.042
H 2.3591 0.4207 -0.3259 0.052 -0.589 0.167
H -2.5326 0.4109 0.2798 -0.026 -0.014 -0.419
H -1.1649 0.0137 1.4178 0.241 -0.432 -0.118

***

(12)
10
Properties=species:S:1:pos:R:3:forces:R:3 method="wB97M-V/def2-TZVPD" smiles="C1[NH2+][C@H]2N=C12" e_above_lowest_kj_mol=664.76 gap_ev=9.3035 homo_energy_ev=-14.6 charge=+1
C -1.0762 0.4524 -0.3718 -0.796 -2.125 0.107
C 0.2293 1.0339 -0.0799 1.298 3.490 1.340
C -0.5917 -0.9444 -0.3640 -0.495 1.164 0.655
N -1.9015 0.0212 0.4465 0.083 -1.155 -0.126
N 0.7242 -0.3851 0.2167 0.101 -1.268 -2.258
H 0.6453 1.5886 -0.9142 0.844 -0.727 -0.216
H 0.2826 1.7822 0.8095 -0.215 -1.734 -1.267
H -0.5913 -2.0353 -0.4540 -1.137 0.668 -0.279
H 1.3963 -0.8526 -0.4644 -0.132 1.343 1.382
H 0.8829 -0.6610 1.1755 0.448 0.343 0.662

***

(13)
10
Properties=species:S:1:pos:R:3:forces:R:3 method="wB97M-V/def2-TZVPD" e_above_lowest_kj_mol=493.20 gap_ev="7.0651 / 7.0637" homo_energy_ev="-14.2 / -14.2" charge=+1
C -1.0268 -0.3949 -1.5282 -0.951 -0.066 0.160
C -0.1418 0.4174 0.5626 0.809 0.186 -2.829
C 0.8712 -0.4677 0.0298 -0.882 -4.266 -4.536
N 0.1667 -1.0524 -1.3128 3.575 0.844 4.939
N -1.1965 0.4136 -0.4968 0.026 1.089 1.286
H -0.6248 -0.0299 1.3907 -0.084 -0.395 1.680
H 0.2397 1.4347 0.7018 -0.080 -0.051 0.494
H 1.9167 -0.9384 0.3213 -2.398 1.387 -0.367
H 0.5277 -1.9789 -1.7741 -0.902 2.665 0.830
H -1.9855 1.0532 -0.1899 0.885 -1.393 -1.657

***

(14)
11
Properties=species:S:1:pos:R:3:forces:R:3 method="wB97M-V/def2-TZVPD" e_above_lowest_kj_mol=466.12 gap_ev=10.3710 homo_energy_ev=-15.9 charge=+1
C -1.6319 0.8112 -0.0731 -0.209 -2.580 0.411
C -1.7307 -0.5660 0.1332 -1.402 -0.312 0.325
C 2.0956 -0.0629 0.0927 -3.608 -1.362 -2.324
N -0.3499 1.1072 -0.2791 -0.220 -1.234 -0.055
N 0.2573 0.0195 -0.2661 4.934 -1.447 1.048
O -0.5546 -1.1402 0.0919 0.988 3.057 -0.955
H -2.3975 1.4879 -0.0864 -1.615 1.672 -0.053
H -2.5626 -1.2848 0.3017 0.553 0.988 -0.131
H 2.4776 -0.3329 -0.8512 0.257 0.112 -1.460
H 2.2782 0.9319 0.3174 0.268 1.498 1.316
H 2.1186 -0.9710 0.6190 0.054 -0.393 1.879

***

(15)
12
Properties=species:S:1:pos:R:3:forces:R:3 method="wB97M-V/def2-TZVPD" smiles="C/C(=C/[NH+]=O)N=O" e_above_lowest_kj_mol=541.66 gap_ev=9.0137 homo_energy_ev=-15.2 charge=+1
C 0.0731 -1.1817 -0.0755 -1.468 -0.501 -0.907
C 0.0910 0.2534 -0.1093 0.205 -0.385 0.122
C 1.2738 1.1077 -0.0633 3.664 0.685 2.380
N -1.1546 -1.6464 -0.0034 0.699 1.431 0.013
N -1.0539 0.8510 0.0890 -0.359 -2.559 -0.244
O -1.6884 1.7920 0.2160 -0.069 0.545 -0.224
O -2.1143 -0.7393 -0.0994 1.115 -0.700 1.083
H 0.8421 -1.9308 -0.2927 0.211 0.793 0.676
H 2.2922 0.6721 -0.3640 -1.888 -0.110 0.176
H 1.5236 1.4643 1.0340 -0.820 -0.609 -1.980
H 1.1840 1.9798 -0.6615 -0.377 0.858 -0.502
H -1.2686 -2.6220 0.3302 -0.913 0.552 -0.594

***

(16)
13
Properties=species:S:1:pos:R:3:forces:R:3 method="wB97M-V/def2-TZVPD" e_above_lowest_kj_mol=56.00 gap_ev=9.7931 homo_energy_ev=-9.9 charge=0
C 0.0339 0.3347 1.1872 2.138 -0.266 1.538
C 1.2284 0.4474 0.5993 -2.084 1.170 -0.715
C -1.2625 0.3553 0.5317 -0.068 -0.570 0.105
N -2.4129 0.3555 1.0856 0.420 0.848 -2.484
N 0.6142 -1.6458 -0.9412 0.544 1.515 -0.226
O 0.6082 0.2701 -3.0024 -0.561 0.133 -1.807
O 1.4068 0.7190 -0.7485 0.130 1.308 0.879
P 0.7601 -0.3016 -1.6992 0.945 -1.154 0.899
H 0.2335 0.0022 2.2313 -1.036 0.678 -0.521
H 2.1438 0.5791 1.0437 1.841 -0.380 1.583
H -1.0626 0.2496 -0.6007 -1.658 0.050 1.468
H 0.2042 -2.0948 -1.7035 -1.269 -2.676 -1.462
H -2.4951 0.7293 2.0167 0.657 -0.656 0.744

***

(17)
13
Properties=species:S:1:pos:R:3:forces:R:3 method="wB97M-V/def2-TZVPD" e_above_lowest_kj_mol=749.41 gap_ev="6.1417 / 6.1299" homo_energy_ev="-2.6 / -2.6" charge=-1
C 0.0298 0.1848 0.8832 3.182 -3.082 3.315
C -1.2092 -0.5572 0.6706 -0.298 -2.780 0.154
C 0.7225 0.9129 -1.2137 0.526 -2.036 -1.119
N 0.7753 -1.4118 -0.9449 2.734 1.280 -0.254
N 0.3281 1.1860 -0.0316 1.369 2.178 -2.843
O 0.2491 2.3964 0.4368 -0.539 1.476 1.117
O 1.4804 -1.8575 -1.8354 -1.676 -0.628 0.106
S -0.9796 -1.4030 -0.9865 -2.132 -0.738 -0.371
H 0.0457 0.7282 1.7905 -0.515 0.340 1.268
H 0.8895 -0.6360 1.0375 -1.546 2.127 -0.663
H -1.3823 -1.4206 1.4757 0.323 2.147 -1.547
H -1.9873 0.1848 0.6778 -0.937 -0.212 -0.437
H 1.0379 1.6930 -1.9601 -0.492 -0.071 1.275

***

(18)
16
Properties=species:S:1:pos:R:3:forces:R:3 method="wB97M-V/def2-TZVPD" smiles="NC(=O)C(C(N)=O)S(=O)(=O)[O-]" gap_ev=9.9457 homo_energy_ev=-6.1 charge=-1
C 1.8837 -0.1717 0.1330 0.347 -1.107 0.064
C -0.6741 -0.7223 0.6271 2.327 -0.393 -1.360
C 0.5771 -0.6152 -0.5221 -0.619 -0.787 0.725
N 1.8055 1.0193 0.7208 1.434 -0.453 0.354
N -1.8657 -0.7909 0.0740 -0.085 -1.025 0.373
O -1.1894 0.1340 -2.2385 0.606 0.739 0.033
O 2.9323 -0.8090 0.1162 -0.443 -0.468 -0.381
O -0.4896 -0.7183 1.8046 0.966 0.011 1.616
O -0.4374 1.7339 -0.4932 -0.700 0.328 0.042
O 0.9348 1.3586 -2.4624 -0.772 -1.106 1.168
S -0.0610 0.7893 -1.5362 0.793 -0.161 -2.553
H 0.7736 -1.5904 -1.0969 -0.613 1.627 0.731
H 0.9754 1.4793 0.4079 -0.282 1.692 0.373
H 2.7564 1.3805 0.7912 -0.816 0.583 0.224
H -1.7818 -0.5545 -0.8913 -1.393 0.378 -1.291
H -2.5736 -0.5206 0.7195 -0.748 0.141 -0.117

***

(19)
12
Properties=species:S:1:pos:R:3:forces:R:3 method="wB97M-V/def2-TZVPD" smiles="C[N+]#CC(=O)NS" e_above_lowest_kj_mol=205.34 gap_ev=9.1544 homo_energy_ev=-14.3 charge=+1
C 0.2616 -0.0698 -0.3163 -1.728 0.058 0.070
C 1.4046 -0.9729 0.0582 -0.080 -1.665 -0.291
C -2.2772 0.1816 -0.4562 -1.984 1.858 1.299
N 2.6540 -0.5620 0.2701 1.430 -0.337 1.358
N -0.8778 0.0770 -0.3857 2.117 0.204 -0.376
O 0.9672 -2.1144 0.1491 0.748 1.701 0.171
S 3.7147 0.8281 -0.1344 -1.876 -1.036 0.565
H 3.6842 0.4301 -1.3882 0.435 0.160 -0.822
H -2.6850 -0.8484 -0.4848 0.169 0.628 -0.169
H -2.5957 0.8271 -1.3882 0.618 -1.276 2.059
H -2.5902 0.6744 0.6218 0.489 -1.033 -2.981
H 3.1493 -1.3028 0.8145 -0.339 0.738 -0.884

***

(20)
11
Properties=species:S:1:pos:R:3:forces:R:3 method="wB97M-V/def2-TZVPD" smiles="CP1=CN=CN=1" e_above_lowest_kj_mol=105.98 gap_ev=8.8774 homo_energy_ev=-9.4 charge=0
C 1.9321 0.6489 -0.3425 -2.644 4.414 -0.259
C 0.8310 -1.1502 0.1876 1.058 3.321 -0.679
C -1.8638 0.1505 0.0161 0.178 -1.300 -1.444
N 0.8008 1.2932 0.0955 2.887 -0.344 -1.333
N 1.9753 -0.7028 -0.3093 -0.955 -1.528 0.819
P -0.2070 0.1836 0.8131 0.777 -0.350 -1.023
H 2.7030 1.3587 -0.8629 -1.138 -1.957 1.218
H 0.6886 -2.0774 0.5488 -0.040 -3.611 0.460
H -2.3591 0.9437 0.4556 -1.226 1.690 0.927
H -2.2719 -0.7395 0.4512 -0.459 -0.599 0.516
H -2.2290 0.0913 -1.0532 1.562 0.263 0.797